Entry 1:
This record from OMol25 describes one molecule with the formula C5H12O2. The level of theory is the ωB97M-V functional and the def2-TZVPD basis.

Output
Charge: 0
SMILES: CC[C@@H](O)[C@@H](C)O
Energy above the lowest of the compared OMol25 structures with the same formula, charge and spin: 114.0 kJ/mol
HOMO level: -10.06 eV
Kohn-Sham gap: 10.81 eV

Last column: Löwdin charge in e.
Geometry (Å):
C  2.38  0.13  1.07  -0.108
C  0.96  0.68  0.89  -0.202
C  0.20  -0.27  -0.05  -0.349
O  0.33  -1.57  0.49  -0.046
C  -1.31  0.03  -0.41  -0.366
C  -1.57  0.47  -1.85  -0.049
O  -2.05  -1.19  -0.30  -0.045
H  2.34  -0.87  1.49  0.069
H  2.87  0.04  0.09  0.078
H  3.02  0.76  1.71  0.070
H  0.45  0.72  1.87  0.112
H  0.99  1.72  0.53  0.112
H  0.76  -0.31  -1.00  0.143
H  -0.12  -1.57  1.34  0.100
H  -1.72  0.79  0.27  0.142
H  -1.08  -0.23  -2.54  0.085
H  -2.64  0.39  -2.02  0.080
H  -1.26  1.49  -2.09  0.080
H  -2.55  -1.21  0.51  0.092

---

Entry 2:
This record from OMol25 describes C5H12O2 as an isolated structure. The level of theory is the ωB97M-V functional and the def2-TZVPD basis.

Output
Charge: 0
Energy above the lowest of the compared OMol25 structures with the same formula, charge and spin: 357.4 kJ/mol
HOMO level: -8.52 eV
Kohn-Sham gap: 9.39 eV

Last column: Löwdin charge in e.
Geometry (Å):
C  2.69  -0.48  0.52  -0.108
C  1.53  0.14  -0.24  -0.225
C  0.21  -0.59  -0.01  -0.431
O  -0.15  -0.60  1.37  -0.046
C  -0.92  -0.01  -0.84  -0.201
C  -2.26  -0.25  -0.45  -0.015
O  -2.43  1.41  0.37  -0.152
H  3.61  0.09  0.39  0.069
H  2.46  -0.53  1.59  0.070
H  2.88  -1.51  0.18  0.075
H  1.74  0.15  -1.32  0.113
H  1.39  1.19  0.05  0.115
H  0.36  -1.66  -0.24  0.147
H  -0.42  0.30  1.60  0.092
H  -0.73  0.13  -1.91  0.109
H  -1.40  1.23  -0.25  0.126
H  -2.46  -0.83  0.45  0.102
H  -3.07  -0.20  -1.16  0.099
H  -3.05  2.01  -0.09  0.061

---

Entry 3:
This record from OMol25 describes one molecule with the formula C5H12O2. The level of theory is the ωB97M-V functional and the def2-TZVPD basis.

Output
Charge: 0
SMILES: CC[C@@H](O)[C@@H](C)O
Energy above the lowest of the compared OMol25 structures with the same formula, charge and spin: 48.7 kJ/mol
HOMO level: -10.04 eV
Kohn-Sham gap: 10.85 eV

Last column: Löwdin charge in e.
Geometry (Å):
C  -0.41  -1.53  2.09  -0.100
C  0.25  -1.03  0.81  -0.206
C  -0.33  0.30  0.33  -0.387
O  -0.25  1.22  1.39  -0.023
C  0.40  0.86  -0.88  -0.398
C  0.23  0.04  -2.15  -0.041
O  -0.14  2.17  -1.06  -0.041
H  -0.32  -0.78  2.88  0.072
H  -1.47  -1.73  1.94  0.077
H  0.06  -2.46  2.44  0.071
H  1.33  -0.90  0.97  0.121
H  0.13  -1.78  0.01  0.108
H  -1.39  0.15  0.04  0.158
H  -0.41  2.09  0.99  0.089
H  1.47  0.94  -0.62  0.152
H  -0.83  -0.04  -2.41  0.090
H  0.75  0.52  -2.99  0.080
H  0.64  -0.97  -2.04  0.077
H  0.44  2.68  -1.64  0.102

---

Entry 4:
This record from OMol25 describes a 3-piece molecular cluster, C5H12O2 overall in a non-equilibrium geometry. The level of theory is the ωB97M-V functional and the def2-TZVPD basis.

Output
Charge: +1
Spin multiplicity: 2
Energy above the lowest of the compared OMol25 structures with the same formula, charge and spin: 154.3 kJ/mol
HOMO level (spin up / spin down): -14.58 / -14.81 eV
<S²>: 0.809
Kohn-Sham gap (spin up / spin down): 9.24 / 7.04 eV

Last column: Löwdin charge in e.
Geometry (Å):
C  -0.35  -0.58  1.82  -0.037
C  -0.82  -0.39  0.40  -0.277
C  -1.46  0.82  0.03  0.228
C  -0.36  -1.70  -1.79  0.150
C  -0.86  -1.54  -0.52  -0.061
H  -1.18  -0.70  2.61  0.134
H  0.27  -1.51  1.83  0.093
H  0.30  0.31  2.14  0.113
H  -1.38  1.69  0.70  0.102
H  -2.05  0.82  -0.85  0.088
H  0.73  -1.31  -2.13  0.133
H  -0.77  -2.52  -2.46  0.109
H  -1.08  -2.54  -0.05  0.165
H  1.74  -0.14  -0.85  0.029
H  2.34  0.54  -2.20  0.080
O  1.75  0.64  -1.43  -0.059
H  1.39  3.38  1.14  0.027
H  0.99  2.07  0.40  0.050
O  0.80  2.65  1.21  -0.069

---

Entry 5:
This record from OMol25 describes a 2-piece molecular cluster, C5H12O3 overall in a non-equilibrium geometry. The level of theory is the ωB97M-V functional and the def2-TZVPD basis.

Output
Charge: 0
SMILES: CCCCC(=O)O.O
Energy above the lowest of the compared OMol25 structures with the same formula, charge and spin: 0.0 kJ/mol
HOMO level: -10.87 eV
Kohn-Sham gap: 11.56 eV

Last column: Löwdin charge in e.
Geometry (Å):
C  -0.03  -0.91  -1.98  -0.093
C  0.93  0.23  -1.62  -0.255
C  1.78  -0.11  -0.40  -0.189
C  0.94  -0.23  0.91  -0.088
C  -0.12  0.82  1.03  -0.530
O  -1.31  0.66  1.18  0.093
O  0.41  2.05  1.00  0.108
H  -0.40  -0.74  -3.00  0.075
H  -0.94  -0.88  -1.38  0.048
H  0.45  -1.88  -1.94  0.078
H  0.34  1.11  -1.34  0.097
H  1.52  0.58  -2.47  0.107
H  2.56  0.62  -0.23  0.102
H  2.25  -1.08  -0.58  0.113
H  0.49  -1.21  0.94  0.112
H  1.57  -0.19  1.80  0.129
H  -0.31  2.69  1.11  0.136
O  -2.17  -2.06  0.24  -0.075
H  -1.91  -1.20  0.63  -0.002
H  -3.11  -2.17  0.42  0.036

---

Entry 6:
This record from OMol25 describes C5H12O3SSi as an isolated structure in a non-equilibrium geometry. The level of theory is the ωB97M-V functional and the def2-TZVPD basis.

Output
Charge: 0
Energy above the lowest of the compared OMol25 structures with the same formula, charge and spin: 166.7 kJ/mol
HOMO level: -9.91 eV
Kohn-Sham gap: 10.50 eV

Last column: Löwdin charge in e.
Geometry (Å):
C  1.91  1.90  0.04  -0.292
C  1.14  0.97  -0.91  -0.101
C  -1.68  0.55  -0.38  -0.218
C  0.05  -0.42  1.88  -0.165
C  -0.03  -2.00  -0.87  -0.150
O  2.95  -1.38  0.51  -0.423
O  2.86  1.12  0.77  -0.339
O  2.55  -0.04  -1.43  -0.425
Si  -0.06  -0.34  0.02  0.557
S  3.47  -0.24  -0.19  0.892
H  2.47  2.67  -0.48  0.103
H  1.23  2.61  0.57  0.142
H  0.95  1.42  -1.91  0.119
H  -1.86  1.57  0.07  0.038
H  -1.86  0.55  -1.49  0.037
H  -2.48  -0.13  0.12  0.059
H  -0.53  0.35  2.36  0.031
H  -0.37  -1.39  2.21  0.048
H  0.98  -0.70  2.33  0.022
H  -0.98  -2.38  -1.17  0.030
H  0.51  -1.92  -1.77  0.012
H  0.57  -2.60  -0.22  0.022

---

Entry 7:
This record from OMol25 describes a 3-piece molecular cluster, C5H12O4 overall in a non-equilibrium geometry. The level of theory is the ωB97M-V functional and the def2-TZVPD basis.

Output
Charge: 0
Energy above the lowest of the compared OMol25 structures with the same formula, charge and spin: 720.2 kJ/mol
HOMO level (spin up / spin down): -6.90 / -6.90 eV
Kohn-Sham gap (spin up / spin down): 7.41 / 7.41 eV

Last column: Löwdin charge in e.
Geometry (Å):
C  -1.22  -0.23  -0.27  -0.207
C  -0.21  0.54  0.26  -0.174
C  0.76  -1.30  -0.21  -0.278
C  0.36  1.72  -0.46  -0.044
C  2.11  -0.82  -0.69  -0.071
O  -2.20  1.31  0.89  -0.327
O  -2.54  0.47  2.03  -0.185
O  -1.59  -0.11  -1.55  0.088
O  0.77  -2.03  0.97  -0.018
H  -2.48  1.10  2.76  0.057
H  -2.40  -0.61  -1.71  0.135
H  1.30  -1.56  1.63  0.105
H  -1.66  -1.03  0.33  0.151
H  -0.06  0.44  1.32  0.132
H  0.27  -1.92  -0.96  0.128
H  1.39  1.92  -0.16  0.079
H  0.30  1.60  -1.54  0.087
H  -0.25  2.59  -0.19  0.094
H  2.77  -1.67  -0.86  0.086
H  2.00  -0.26  -1.62  0.083
H  2.58  -0.17  0.05  0.081

---

Entry 8:
This record from OMol25 describes a 2-piece molecular cluster, C5H12OSi overall in a non-equilibrium geometry. The level of theory is the ωB97M-V functional and the def2-TZVPD basis.

Output
Charge: 0
Energy above the lowest of the compared OMol25 structures with the same formula, charge and spin: 175.2 kJ/mol
HOMO level: -9.37 eV
Kohn-Sham gap: 10.14 eV

Last column: Löwdin charge in e.
Geometry (Å):
C  -1.93  -2.05  -0.29  -0.090
C  -1.43  -1.22  0.54  -0.248
C  1.59  0.16  -1.10  -0.195
C  1.55  0.41  1.35  -0.122
C  0.95  0.92  0.00  -0.507
O  -1.82  1.62  0.73  -0.213
Si  -0.91  0.49  -0.07  0.576
H  -2.51  -2.96  -0.20  0.066
H  -1.77  -1.72  -1.28  -0.009
H  -1.46  -1.18  1.61  0.053
H  2.67  0.04  -1.03  0.074
H  1.08  -0.83  -1.18  0.073
H  1.38  0.57  -2.13  0.079
H  1.08  0.75  2.27  0.070
H  2.53  0.91  1.44  0.077
H  1.73  -0.67  1.25  0.078
H  1.00  2.01  -0.15  0.104
H  -2.31  2.34  0.25  0.082
H  -1.41  0.42  -2.02  0.051

---

Entry 9:
This record from OMol25 describes one molecule with the formula C5H12S in a non-equilibrium geometry. The level of theory is the ωB97M-V functional and the def2-TZVPD basis.

Output
Charge: 0
SMILES: CC[C@H](C)CS
Energy above the lowest of the compared OMol25 structures with the same formula, charge and spin: 145.8 kJ/mol
HOMO level: -8.87 eV
Kohn-Sham gap: 9.83 eV

Last column: Löwdin charge in e.
Geometry (Å):
C  -2.64  0.76  -0.86  -0.048
C  -1.77  -0.43  -0.15  -0.257
C  -0.31  -0.53  -0.54  -0.443
C  0.21  -1.96  -0.29  -0.063
C  0.36  0.55  0.30  -0.576
S  2.10  0.87  0.68  0.692
H  -3.61  0.79  -0.34  0.072
H  -2.46  0.62  -1.97  0.087
H  -1.97  1.58  -0.65  0.035
H  -1.86  -0.46  0.97  0.116
H  -2.05  -1.50  -0.22  0.097
H  -0.32  -0.14  -1.59  0.145
H  -0.24  -2.62  -0.96  0.048
H  1.32  -1.88  -0.50  0.096
H  0.05  -2.39  0.65  0.062
H  0.08  0.43  1.38  0.072
H  -0.03  1.42  -0.06  0.020
H  2.25  -0.06  1.62  -0.155

---

Entry 10:
This record from OMol25 describes one molecule with the formula C5H12S in a non-equilibrium geometry. The level of theory is the ωB97M-V functional and the def2-TZVPD basis.

Output
Charge: 0
SMILES: CCCCSC
Energy above the lowest of the compared OMol25 structures with the same formula, charge and spin: 18.2 kJ/mol
HOMO level: -8.43 eV
Kohn-Sham gap: 9.50 eV

Last column: Löwdin charge in e.
Geometry (Å):
C  -0.42  -0.31  3.07  -0.116
C  -0.48  0.32  1.67  -0.281
C  0.82  0.10  0.88  -0.268
C  0.72  -0.81  -0.34  -0.539
S  0.37  -0.07  -1.95  0.785
C  -1.18  0.82  -1.68  -0.391
H  -0.22  -1.39  2.97  0.077
H  -1.36  -0.19  3.59  0.063
H  0.38  0.11  3.68  0.072
H  -1.30  -0.16  1.14  0.090
H  -0.71  1.37  1.78  0.101
H  1.22  1.06  0.57  0.103
H  1.59  -0.30  1.54  0.103
H  0.05  -1.64  -0.14  0.073
H  1.69  -1.31  -0.50  0.066
H  -1.07  1.84  -2.03  0.026
H  -2.02  0.36  -2.20  0.027
H  -1.28  0.93  -0.59  0.008